[1]
Computed, not measured: a cluster of 3 separate species, C4H10NO in total at a distorted geometry, with ωB97M-V with the def2-TZVPD basis set.

Properties
Frontier orbital gap (alpha / beta): 8.05 / 8.71 eV
Spin multiplicity: 2

Each line ends with the Mulliken charge.
Element x y z (Å)
O: -21.628 0.643 0.109  -0.5932
C: 3.429 0.133 1.786  -0.7230
C: 3.625 -0.806 0.796  0.1544
N: 4.524 -0.901 -0.186  -0.4464
C: 5.454 0.214 -0.302  -0.2685
C: 6.255 -0.028 -1.578  -1.1576
H: 4.099 0.997 1.944  0.2737
H: 2.603 -0.036 2.477  0.2687
H: 2.918 -1.644 0.809  0.3291
H: -21.422 0.080 -0.554  0.2734
H: -20.145 0.277 0.256  0.3198
H: 4.893 1.185 -0.384  0.3286
H: 6.176 0.318 0.550  0.3193
H: 7.029 0.687 -1.787  0.3847
H: 6.749 -1.019 -1.492  0.2847
H: 5.441 -0.100 -2.443  0.2523



[2]
Computed, not measured: a structure of composition C5H9NS at a distorted geometry, with ωB97M-V with the def2-TZVPD basis set.

Properties
Frontier orbital gap: 9.48 eV

Each line ends with the Mulliken charge.
Element x y z (Å)
C: 0.267 -1.049 -0.005  -0.3488
C: -0.616 -0.337 -1.051  -0.3182
C: -0.352 1.148 -0.767  -0.5806
C: -0.347 1.129 0.783  -0.6088
C: -0.616 -0.347 1.053  -0.2876
H: 2.141 -1.100 0.805  0.2391
H: 2.128 -1.074 -0.853  0.2435
H: 0.077 -2.115 -0.012  0.3629
H: -0.638 -0.644 -2.094  0.4847
H: -1.136 1.818 -1.209  0.3003
H: 0.622 1.432 -1.177  0.2855
H: -1.127 1.799 1.215  0.2989
H: 0.620 1.408 1.203  0.2981
H: -0.611 -0.665 2.110  0.4555
N: 1.677 -0.683 0.000  -0.5754
S: -2.089 -0.720 -0.001  -0.2491



[3]
Computed, not measured: a structure of composition C3H5HgO3 at a distorted geometry, with ωB97M-V with the def2-TZVPD basis set.

Properties
Frontier orbital gap (alpha / beta): 8.76 / 5.93 eV
Spin multiplicity: 2

Each line ends with the Mulliken charge.
Element x y z (Å)
H: -0.964 -1.734 0.109  0.2976
C: -0.140 -1.060 0.382  -0.8643
C: -0.575 0.083 1.265  -0.0981
O: -0.966 1.050 0.204  -0.3619
C: -0.267 0.626 -0.882  0.5840
O: -0.635 0.374 -2.050  -0.5135
Hg: 1.936 -0.985 -1.676  0.1825
O: 1.096 0.981 -0.834  -0.3696
H: 0.567 -1.688 0.948  0.3786
H: 0.238 0.535 1.851  0.2453
H: -1.504 -0.063 1.834  0.2527
H: 1.214 1.882 -1.152  0.2666



[4]
Computed, not measured: the molecule C6H6O, with ωB97M-V with the def2-TZVPD basis set.

Properties
Frontier orbital gap (alpha / beta): 4.79 / 5.09 eV

Each line ends with the Mulliken charge.
Element x y z (Å)
C: 2.587 -0.306 0.498  -0.8994
C: 1.417 -0.790 0.983  -0.4501
C: 0.194 -0.250 0.427  0.7171
C: -0.031 0.947 -0.219  -0.3925
C: -1.451 1.034 -0.620  -0.3338
O: -2.019 -0.231 -0.206  -0.3177
C: -1.057 -0.893 0.375  -0.2372
H: 3.448 -0.773 1.018  0.1612
H: 0.717 1.714 -0.382  0.5140
H: -2.010 1.812 -0.087  0.2714
H: -1.643 1.127 -1.693  0.2808
H: -1.317 -1.886 0.734  0.4346
H: 1.232 -1.580 1.728  0.2518



ΔE to the lowest compared entry with this formula, charge and spin
In order: 3.829 0.595 1.646 5.593
Unit: eV